Run A
A single C3H5IS molecule. Source: the Open Molecules 2025 dataset; level of theory: the ωB97M-V functional and the def2-TZVPD basis.

multiplicity: 1
E_HOMO (spin up / spin down): -6.958 / -6.249 eV
charge: 0
Kohn-Sham gap (spin up / spin down): 6.783 / 6.006 eV

Element x y z (Å)
C  1.67  0.38  -0.64
C  0.35  0.62  -0.22
C  -0.45  -0.39  0.17
S  -0.12  -2.12  0.15
I  -2.54  0.17  0.34
H  2.52  0.92  -0.28
H  1.96  -0.45  -1.29
H  -0.01  1.62  0.02
H  -2.17  1.63  0.85
H  -1.20  -2.36  0.90

Run B
A single C3H5IS molecule. Source: the Open Molecules 2025 dataset; level of theory: the ωB97M-V functional and the def2-TZVPD basis.

multiplicity: 1
SMILES string: C=C(C)SI
E_HOMO: -8.543 eV
charge: 0
Kohn-Sham gap: 7.999 eV

Element x y z (Å)
C  -0.94  1.04  -0.85
C  -0.27  0.37  0.04
C  -0.33  -0.96  0.62
S  1.69  1.29  0.43
I  3.26  -0.47  -0.08
H  -0.49  2.02  -1.04
H  -1.79  0.79  -1.38
H  -1.24  -1.33  0.44
H  0.48  -1.65  0.10
H  -0.38  -1.10  1.72

Of the structures shown above, run A is the least stable.